# 1
C5H8O | ωB97M-V/def2-TZVPD

```
! wB97M-V def2-TZVPD RIJCOSX def2/J DEFGRID3
* xyz 0 1
O -1.397 -1.464 1.576
C -0.640 -0.844 0.871
C 0.078 -1.380 -0.370
C 0.869 -0.195 -0.854
C 0.605 0.909 -0.128
C -0.231 0.613 1.081
H 0.733 -2.207 -0.074
H -0.670 -1.808 -1.057
H 1.535 -0.199 -1.710
H -0.439 1.046 -1.270
H -0.878 1.724 -1.037
H 1.058 1.890 -0.271
H 0.471 0.665 1.919
H -1.095 1.249 1.323
*
```

## Properties
Maximum force = 3.8 eV/Å
LUMO energy = 0.997 eV
E_HOMO = -8.58 eV
HOMO-LUMO gap = 9.581 eV

Here are the Mulliken charges for atoms 1 to 8, given in e: number 1, O, carries -0.56; number 2, C, carries 0.30; number 3, C, carries -0.44; number 4, C, carries -0.60; number 5, C, carries -0.31; number 6, C, carries -0.52; number 7, H, carries 0.28; number 8, H, carries 0.28

=====

# 2
C19H48B2ClN5O17 | ωB97M-V/def2-TZVPD

```
! wB97M-V def2-TZVPD RIJCOSX def2/J DEFGRID3
* xyz 0 1
N -3.655 1.370 0.322
C -2.934 0.044 0.390
C -1.585 -0.077 -0.523
C -1.406 -1.697 -0.679
C -0.942 -2.471 -2.035
C -0.846 -4.070 -2.044
N -1.093 -5.092 -0.991
C -1.544 -4.342 0.213
C -1.727 -2.776 0.498
C -2.166 0.322 -2.040
O -3.408 0.243 -2.526
O -0.905 0.733 -2.693
C -0.197 1.589 -1.682
Cl 1.443 1.827 -2.507
B -0.931 3.035 -1.924
N -0.157 4.088 -2.755
O -2.238 3.474 -1.400
C -0.267 0.870 -0.187
C -0.535 1.786 1.139
C 0.797 2.527 1.771
C 1.505 3.631 0.792
O 0.768 4.744 0.519
N 2.893 3.599 0.212
C 3.810 2.597 0.867
C 4.290 2.750 2.460
C 5.307 1.610 3.126
C 5.816 0.309 2.228
C 5.312 0.131 0.660
C 4.341 1.292 0.028
B 0.858 -0.275 0.198
N 1.856 -0.919 -0.743
O 0.878 -0.777 1.618
H -3.452 1.979 1.165
H -4.698 1.221 0.363
H -3.703 -0.821 0.098
H -2.681 -0.139 1.541
H -0.670 -1.850 -2.998
H -0.512 -4.547 -3.089
H -1.818 -5.056 1.134
H -2.113 -2.399 1.546
H -0.392 3.996 -3.768
H -0.372 5.052 -2.385
H -2.967 3.035 -1.958
H -0.924 1.069 2.010
H -1.359 2.613 1.024
H 0.378 3.153 2.700
H 1.563 1.763 2.278
H 2.917 3.572 -0.829
H 3.916 3.656 3.138
H 5.690 1.679 4.250
H 6.551 -0.514 2.681
H 5.623 -0.787 -0.029
H 3.963 1.195 -1.094
H 2.733 -1.045 -0.152
H 1.593 -1.888 -1.027
H -0.088 -0.972 1.891
O -6.120 1.633 -1.807
H -6.759 0.905 -1.776
H -5.353 1.252 -2.260
O -3.341 -7.653 -1.136
H -3.470 -7.977 -2.040
H -2.586 -7.049 -1.210
O 4.640 5.687 -1.174
H 4.843 5.371 -2.067
H 4.025 5.025 -0.825
O 6.005 -2.347 3.920
H 5.207 -2.889 4.012
H 6.656 -2.952 3.534
O 8.137 -1.176 5.978
H 7.762 -1.577 5.179
H 8.111 -0.224 5.797
O 1.660 -3.230 3.126
H 1.627 -2.288 2.903
H 1.070 -3.311 3.890
O 0.904 -7.358 -1.508
H 0.208 -6.690 -1.601
H 0.863 -7.856 -2.338
O -1.840 1.176 -5.806
H -1.672 0.815 -4.923
H -1.186 1.886 -5.897
O -8.889 1.659 0.116
H -9.018 1.335 -0.788
H -8.135 2.263 0.043
O -4.946 3.230 -3.712
H -5.254 3.434 -4.608
H -5.729 2.865 -3.273
O 7.915 -3.885 2.147
H 8.470 -3.712 1.372
H 8.225 -4.745 2.470
O -11.558 1.818 1.293
H -12.197 1.090 1.323
H -10.791 1.437 0.840
*
```

## Properties
Maximum force = 9.1 eV/Å
LUMO energy = -1.386 eV
E_HOMO = -8.58 eV
HOMO-LUMO gap = 7.197 eV

Here are the Mulliken charges for atoms 1 to 8, given in e: number 1, N, carries -0.20; number 2, C, carries -1.03; number 3, C, carries 1.65; number 4, C, carries -0.36; number 5, C, carries -0.45; number 6, C, carries -0.35; number 7, N, carries -0.37; number 8, C, carries -0.60

=====

# 3
C4H33NO12 | ωB97M-V/def2-TZVPD

```
! wB97M-V def2-TZVPD RIJCOSX def2/J DEFGRID3
* xyz 0 1
C -3.796 1.510 -0.497
N -2.789 0.668 -0.969
C -2.142 0.817 -2.342
C -0.878 -0.204 -2.352
C -0.426 -0.377 -3.746
O -0.004 0.448 -1.476
H -4.334 1.223 0.295
H -3.495 2.576 -0.374
H -4.502 1.635 -1.435
H -2.017 0.603 -0.282
H -2.063 1.887 -2.367
H -2.785 0.791 -3.276
H -1.264 -1.095 -1.708
H 0.566 -0.828 -3.738
H -0.277 0.445 -4.251
H -1.173 -0.973 -4.241
H 0.937 0.379 -1.741
O 2.383 1.359 -1.737
H 2.362 2.062 -2.466
H 3.199 0.858 -1.731
O 3.246 -1.085 0.838
H 3.279 -1.965 0.635
H 3.930 -1.125 1.584
O 2.412 -3.217 1.996
H 1.627 -2.912 1.561
H 2.226 -3.296 2.971
O 4.588 0.169 -1.159
H 4.053 -0.227 -0.427
H 4.989 0.942 -0.739
O -3.199 -2.278 -1.006
H -3.140 -1.328 -0.708
H -4.140 -2.410 -1.041
O 1.333 3.126 0.577
H 1.367 2.674 -0.188
H 2.166 3.544 0.676
O 1.605 1.125 2.215
H 1.148 1.815 1.719
H 2.230 0.670 1.812
O -1.035 -2.731 1.819
H -1.306 -1.726 1.638
H -1.372 -3.052 0.901
O 0.732 -2.196 4.218
H -0.075 -2.604 3.897
H 0.754 -1.373 3.805
O -0.500 -0.124 1.425
H 0.196 -0.118 2.152
H 0.002 -0.119 0.629
O -1.306 2.259 2.587
H -1.426 1.308 2.656
H -1.886 2.472 3.389
*
```

## Properties
Maximum force = 7.4 eV/Å
LUMO energy = 0.029 eV
E_HOMO = -8.44 eV
HOMO-LUMO gap = 8.471 eV
SMILES = CNC[C@@H](C)O.O.O.O.O.O.O.O.O.O.O.O

Here are the Mulliken charges for atoms 1 to 8, given in e: number 1, C, carries -1.09; number 2, N, carries -0.06; number 3, C, carries -0.98; number 4, C, carries 1.18; number 5, C, carries -1.85; number 6, O, carries -0.40; number 7, H, carries 0.35; number 8, H, carries 0.30

=====

# 4
C31H24BFeN8O3PS3 | ωB97M-V/def2-TZVPD

```
! wB97M-V def2-TZVPD RIJCOSX def2/J DEFGRID3
* xyz -2 1
Fe 0.005 0.715 -0.611
C -0.052 2.565 -4.542
C -0.626 2.424 -3.269
N -0.148 1.344 -2.672
N 0.730 0.777 -3.522
C 0.803 1.488 -4.659
B 1.323 -0.585 -3.133
N 2.347 -0.404 -2.017
C 3.601 -0.860 -1.876
C 4.043 -0.504 -0.616
C 2.961 0.180 -0.041
N 1.950 0.224 -0.899
N 0.161 -1.464 -2.585
C -0.352 -2.558 -3.169
C -1.483 -2.935 -2.477
C -1.586 -1.975 -1.462
N -0.592 -1.104 -1.522
H -0.236 3.342 -5.264
H -1.348 3.040 -2.760
H 1.448 1.173 -5.463
H 1.830 -1.119 -4.091
H 4.081 -1.391 -2.681
H 5.007 -0.695 -0.177
H 2.865 0.644 0.929
H 0.123 -2.981 -4.038
H -2.131 -3.772 -2.668
H -2.338 -1.890 -0.697
O 1.825 1.284 2.716
S 0.856 0.207 2.728
O -0.148 0.283 3.762
O 0.320 -0.098 1.389
C 1.873 -1.226 3.177
C 2.679 -0.996 4.291
C 3.581 -1.949 4.727
C 3.684 -3.154 4.045
C 2.858 -3.406 2.963
C 1.931 -2.460 2.517
P 0.675 -2.836 1.215
C -0.715 -3.018 2.426
C -0.668 -3.918 3.492
C -1.708 -4.001 4.403
C -2.807 -3.158 4.280
C -2.847 -2.228 3.254
C -1.806 -2.159 2.335
C 1.084 -4.589 0.813
C 2.223 -4.753 0.014
C 2.591 -5.997 -0.468
C 1.805 -7.111 -0.193
C 0.656 -6.960 0.566
C 0.301 -5.712 1.068
H 2.597 -0.040 4.791
H 4.207 -1.751 5.589
H 4.395 -3.908 4.366
H 2.920 -4.367 2.468
H 0.201 -4.555 3.616
H -1.654 -4.711 5.220
H -3.614 -3.207 5.002
H -3.671 -1.531 3.178
H -1.808 -1.381 1.584
H 2.818 -3.879 -0.237
H 3.483 -6.097 -1.076
H 2.081 -8.085 -0.581
H 0.026 -7.818 0.773
H -0.604 -5.614 1.653
S -2.106 1.771 -0.255
C -1.173 3.199 -0.038
S 0.513 2.934 -0.041
C -1.764 4.469 0.068
C -0.990 5.654 0.190
N -0.401 6.645 0.284
C -3.173 4.649 0.040
N -4.313 4.839 0.022
*
```

## Properties
Maximum force = 0.8 eV/Å
LUMO energy (alpha / beta) = 3.948 / 3.948 eV
E_HOMO (alpha / beta) = -1.84 / -1.85 eV
HOMO-LUMO gap (alpha / beta) = 5.785 / 5.797 eV

Here are the Mulliken charges for atoms 1 to 8, given in e: number 1, Fe, carries -0.36; number 2, C, carries -1.16; number 3, C, carries -0.02; number 4, N, carries 0.22; number 5, N, carries 0.08; number 6, C, carries -0.23; number 7, B, carries 0.10; number 8, N, carries 0.32

=====

# 5
C35H41MgN8O6SSe | ωB97M-V/def2-TZVPD

```
! wB97M-V def2-TZVPD RIJCOSX def2/J DEFGRID3
* xyz -1 1
Mg 0.726 -0.486 -0.273
C -3.163 -2.237 -2.223
N -2.078 -3.164 -1.994
C -2.425 -4.554 -2.176
C -0.952 -2.805 -1.288
N -0.912 -1.862 -0.372
C -2.084 -1.671 0.400
C -2.694 -2.797 0.902
C -3.887 -2.745 1.637
C -4.456 -1.538 1.899
C -3.822 -0.341 1.482
C -4.404 0.886 1.885
C -3.777 2.063 1.616
C -2.568 2.053 0.908
C -1.999 0.895 0.419
N -0.782 1.019 -0.284
C -0.703 2.005 -1.166
N -1.791 2.433 -1.885
C -2.709 1.465 -2.438
C -2.148 3.824 -1.984
N 0.456 2.632 -1.443
C 0.682 3.319 -2.712
C 1.659 2.461 -0.653
C -2.614 -0.371 0.725
N 0.170 -3.474 -1.629
C 0.454 -3.894 -2.996
C 1.329 -3.492 -0.762
H -3.496 -2.333 -3.260
H -2.816 -1.223 -2.067
H -4.010 -2.425 -1.554
H -3.302 -4.801 -1.565
H -1.599 -5.193 -1.872
H -2.663 -4.769 -3.222
H -2.220 -3.755 0.725
H -4.338 -3.662 1.998
H -5.373 -1.462 2.470
H -5.328 0.858 2.449
H -4.189 3.004 1.962
H -2.045 2.988 0.744
H -2.142 0.577 -2.706
H -3.113 1.871 -3.368
H -3.538 1.224 -1.761
H -1.418 4.436 -1.457
H -3.130 3.990 -1.521
H -2.194 4.160 -3.025
H 0.701 4.405 -2.566
H -0.090 3.044 -3.424
H 1.627 2.969 -3.125
H 1.459 1.879 0.242
H 2.046 3.437 -0.344
H 2.411 1.948 -1.258
H 0.739 -4.951 -3.005
H 1.255 -3.271 -3.403
H -0.421 -3.753 -3.622
H 2.101 -2.824 -1.145
H 1.731 -4.508 -0.722
H 1.054 -3.199 0.251
O 1.448 -1.353 4.007
S 0.759 -0.553 3.021
O -0.540 -1.001 2.588
N 1.622 -0.292 1.700
C 2.993 -0.057 1.854
C 3.656 0.320 3.003
C 5.050 0.536 3.008
C 5.806 0.371 1.883
C 5.168 -0.023 0.683
C 5.867 -0.236 -0.529
C 5.187 -0.625 -1.642
C 3.787 -0.793 -1.564
N 3.110 -0.593 -0.461
C 3.776 -0.223 0.666
C 0.481 1.031 3.795
C 0.484 1.110 5.181
C 0.200 2.321 5.796
C -0.084 3.443 5.029
C -0.091 3.353 3.644
C 0.189 2.145 3.024
H 3.124 0.440 3.934
H 5.519 0.835 3.937
H 6.877 0.531 1.891
H 6.941 -0.084 -0.549
H 5.680 -0.792 -2.589
H 3.233 -1.091 -2.445
H 0.722 0.227 5.759
H 0.206 2.390 6.877
H -0.304 4.387 5.512
H -0.317 4.225 3.043
H 0.164 2.054 1.947
O 1.806 -1.447 -4.358
Se 1.219 -0.049 -3.755
O 2.381 1.102 -3.739
O 0.845 -0.347 -2.152
O -0.168 0.454 -4.446
*
```

## Properties
Maximum force = 0.5 eV/Å
LUMO energy = 2.480 eV
E_HOMO = -4.96 eV
HOMO-LUMO gap = 7.437 eV

Here are the Mulliken charges for atoms 1 to 8, given in e: number 1, Mg, carries 2.65; number 2, C, carries -1.08; number 3, N, carries 0.57; number 4, C, carries -1.27; number 5, C, carries -0.08; number 6, N, carries 0.59; number 7, C, carries -0.24; number 8, C, carries -0.37

=====

# 6
C12H30N3O10P2 | ωB97M-V/def2-TZVPD

```
! wB97M-V def2-TZVPD RIJCOSX def2/J DEFGRID3
* xyz -1 1
N 3.084 -3.386 4.557
C 2.665 -2.604 3.657
N 3.584 -2.221 2.584
N 1.390 -2.023 3.601
C 0.308 -2.822 4.183
C -0.543 -3.555 3.113
C -1.898 -2.811 2.925
C -2.951 -3.164 3.997
C -4.133 -2.133 3.905
O -4.122 -1.109 4.632
O -5.050 -2.419 3.114
H 4.037 -3.627 4.296
H 3.556 -1.202 2.575
H 3.194 -2.501 1.688
H 1.383 -1.064 3.918
H -0.382 -2.114 4.665
H 0.617 -3.516 4.970
H -0.044 -3.540 2.138
H -0.801 -4.570 3.440
H -1.718 -1.726 2.917
H -2.303 -3.078 1.940
H -3.409 -4.123 3.719
H -2.542 -3.204 5.014
C -1.904 1.728 3.357
O -2.132 1.163 2.085
P -1.294 1.545 0.691
O -0.160 0.615 1.073
O -0.963 3.080 1.234
C -1.992 4.038 1.430
O -0.598 1.897 -0.812
C 0.361 2.930 -0.946
H -2.083 0.939 4.091
H -0.887 2.110 3.462
H -2.637 2.512 3.559
H -1.931 4.426 2.449
H -2.985 3.611 1.275
H -1.840 4.879 0.750
H 1.132 2.850 -0.178
H -0.115 3.911 -0.908
H 0.824 2.821 -1.928
C -0.914 1.117 -5.472
O 0.140 0.670 -4.646
P 1.746 1.081 -4.801
O 1.703 2.407 -4.108
O 1.586 1.263 -6.442
C 1.152 0.199 -7.280
O 3.406 0.927 -4.942
C 4.090 1.457 -6.064
H -1.794 1.211 -4.838
H -0.694 2.076 -5.940
H -1.149 0.363 -6.225
H 0.299 0.533 -7.871
H 0.861 -0.683 -6.706
H 1.951 -0.062 -7.977
H 3.783 2.485 -6.256
H 3.934 0.841 -6.949
H 5.154 1.440 -5.826
*
```

## Properties
Maximum force = 8.4 eV/Å
LUMO energy = -0.431 eV
E_HOMO = -3.80 eV
HOMO-LUMO gap = 3.374 eV

Here are the Mulliken charges for atoms 1 to 8, given in e: number 1, N, carries -0.65; number 2, C, carries 0.38; number 3, N, carries -0.76; number 4, N, carries -0.08; number 5, C, carries -0.81; number 6, C, carries -0.58; number 7, C, carries -0.44; number 8, C, carries -0.44